# C3H6S2

C3H6S2 in the gas phase (the ωB97M-V functional and the def2-TZVPD basis, the OMol25 dataset).

HOMO = -0.3120 Eh
DFT total energy = -914.20854 a.u.
Kohn-Sham gap = 8.25 eV
SMILES = CCSC=S

Structure (XYZ):
```
11
Properties=species:S:1:pos:R:3:lowdin_charge:R:1
C -0.58779 -1.72430 0.03919 -0.17
C 0.34850 -0.43745 -0.12730 -0.47
C 0.32968 2.12214 0.17795 -1.15
H -0.52256 -2.55161 -0.78801 0.10
H -0.32970 -2.16853 1.06321 0.08
H -1.56008 -1.25285 0.18033 0.02
H 0.24135 0.14563 -1.16316 0.10
H 1.44247 -0.63699 0.07160 0.10
H 0.99468 1.77129 -0.57404 -0.02
S -0.52707 0.92548 0.79595 0.90
S 0.17052 3.80720 0.32427 0.51
```



# C24H34N2O6

C24H34N2O6 in the gas phase (the ωB97M-V functional and the def2-TZVPD basis, the OMol25 dataset).

HOMO = -0.3181 Eh
DFT total energy = -1495.92325 a.u.
Kohn-Sham gap = 9.30 eV
SMILES = CCOC(=O)C1CCN(C(=O)c2ccc(OC3CCN(C(=O)CCOC)CC3)cc2)CC1

Structure (XYZ):
```
66
Properties=species:S:1:pos:R:3:lowdin_charge:R:1
C 6.81313 -4.29430 -0.25339 -0.06
C 7.14383 -4.47407 1.22117 -0.21
H 8.02084 -3.88839 1.50323 0.12
H 7.31222 -5.53236 1.44505 0.12
O 6.09051 -3.98711 2.05568 -0.01
C 5.05268 -4.80336 2.26623 -0.47
O 4.97685 -5.91833 1.82230 0.12
C 4.02225 -4.14141 3.16985 -0.21
C 3.59853 -2.77796 2.60882 -0.11
H 4.47765 -2.16935 2.39804 0.12
H 2.98785 -2.26125 3.35192 0.12
C 2.77354 -2.96649 1.33307 -0.13
N 1.62892 -3.79876 1.60745 -0.04
C 0.35111 -3.36152 1.68643 -0.43
O -0.56456 -4.06893 2.06373 0.08
C 0.11356 -1.94724 1.24648 -0.17
C -0.03007 -1.63867 -0.09801 -0.02
C -0.33338 -0.35058 -0.50566 -0.01
C -0.49579 0.65742 0.43946 -0.25
C -0.35098 0.34535 1.79327 0.01
C -0.05793 -0.94088 2.19105 -0.01
H 0.03411 -1.17230 3.24176 0.12
H -0.47989 1.13548 2.51625 0.12
O -0.77542 1.96132 0.17434 -0.03
C -1.09165 2.37603 -1.14516 -0.32
C -2.51002 1.93867 -1.53985 -0.09
H -2.61456 0.85773 -1.43580 0.11
H -2.68656 2.21145 -2.58143 0.13
C -3.53071 2.63767 -0.63706 -0.14
N -3.39096 4.06911 -0.74903 -0.05
C -4.20462 4.92618 -1.41075 -0.44
O -3.94604 6.11144 -1.48984 0.06
C -5.48734 4.33788 -1.99319 -0.06
C -6.13236 5.31202 -2.97408 -0.24
O -5.56127 5.09007 -4.24608 -0.19
C -5.92298 6.06557 -5.18578 -0.12
H -5.43591 5.79549 -6.12076 0.09
H -7.01059 6.09134 -5.33508 0.09
H -5.58776 7.06158 -4.87190 0.09
H -7.22150 5.15253 -3.02282 0.13
H -5.94145 6.34329 -2.64586 0.12
H -6.17336 4.12118 -1.17234 0.13
H -5.27323 3.42073 -2.54047 0.12
C -2.09128 4.52736 -0.30087 -0.13
C -0.99305 3.90476 -1.16307 -0.09
H -0.01641 4.20760 -0.78559 0.12
H -1.09690 4.25203 -2.19173 0.13
H -2.07299 5.61467 -0.38186 0.12
H -1.95000 4.23330 0.74308 0.13
H -4.54206 2.31980 -0.88057 0.11
H -3.32629 2.35961 0.40373 0.13
H -0.35741 1.96290 -1.85233 0.14
H -0.43809 -0.15229 -1.56084 0.11
H 0.08924 -2.41526 -0.83941 0.13
C 1.97274 -5.12356 2.07962 -0.12
C 2.79762 -5.03918 3.36423 -0.11
H 3.11582 -6.04222 3.64810 0.12
H 2.17809 -4.62856 4.16338 0.13
H 1.04037 -5.66144 2.25834 0.12
H 2.54710 -5.64095 1.30593 0.13
H 2.44375 -2.00002 0.94906 0.12
H 3.38651 -3.45868 0.56800 0.13
H 4.52322 -3.98560 4.13239 0.16
H 5.95340 -4.90472 -0.51887 0.07
H 6.58864 -3.25140 -0.46535 0.08
H 7.66130 -4.60437 -0.85661 0.08
```



# H12O6

6 unconnected molecules or ions with the total composition H12O6 (the ωB97M-V functional and the def2-TZVPD basis, the OMol25 dataset).

HOMO = -0.3890 Eh
DFT total energy = -458.62096 a.u.
Kohn-Sham gap = 10.78 eV
SMILES = O.O.O.O.O.O

Structure (XYZ):
```
18
Properties=species:S:1:pos:R:3:lowdin_charge:R:1
O 1.02762 0.06396 1.42870 -0.06
H 1.40446 -0.69013 1.88697 0.05
H 0.34371 -0.30169 0.86411 -0.01
O 1.31454 1.51913 -1.95577 -0.02
H 1.99030 1.86803 -2.50882 0.02
H 1.81128 0.90504 -1.44980 0.01
O -1.29771 -0.63086 0.17518 -0.02
H -1.93768 -0.01039 0.50796 0.07
H -1.48873 -1.46205 0.59097 0.06
O 0.75807 -3.21523 0.47773 -0.04
H 0.60622 -3.41981 -0.46567 0.06
H 0.27133 -3.83822 0.98652 0.02
O -1.72639 0.53422 -2.33243 -0.06
H -1.54166 1.41951 -2.68616 0.04
H -1.30149 0.39177 -1.50405 -0.04
O -0.42565 2.33758 1.88208 -0.08
H 0.09791 2.95312 2.44914 0.06
H 0.09387 1.57603 1.65334 -0.05
```



# C32H27F25GaO24

A molecular structure, C32H27F25GaO24 (the ωB97M-V functional and the def2-TZVPD basis, the OMol25 dataset).

HOMO = -0.2071 Eh
DFT total energy = -7462.91484 a.u.
Net charge = -1
Kohn-Sham gap = 7.25 eV

Structure (XYZ):
```
109
Properties=species:S:1:pos:R:3:lowdin_charge:R:1
F 8.38325 -3.30832 0.59906 0.20
C 7.35682 -3.33528 -0.23918 -0.56
F 7.36591 -4.48755 -0.90375 0.18
F 7.49505 -2.34714 -1.12992 0.17
C 6.02091 -3.21490 0.52375 -0.37
F 5.03748 -3.40659 -0.34422 0.17
F 6.02419 -4.20876 1.41438 0.17
C 5.85891 -1.86332 1.28480 -0.34
F 6.68260 -0.93510 0.78464 0.16
F 6.24346 -2.07634 2.55560 0.16
C 4.41330 -1.26926 1.39508 -0.35
F 3.62534 -2.11500 2.02998 0.17
F 4.57891 -0.19073 2.18622 0.15
C 3.83127 -0.77418 0.03616 -0.31
F 3.77745 0.56828 0.08977 0.13
F 4.73960 -1.05361 -0.92645 0.13
C 2.42013 -1.24564 -0.51904 -0.33
F 2.15195 -0.23807 -1.40122 0.11
F 2.55670 -2.33458 -1.26046 0.13
C 1.18995 -1.29795 0.44833 -0.35
F 0.17742 -0.75286 -0.23918 0.13
F 1.51314 -0.37272 1.40526 0.09
C 0.68184 -2.65768 1.08672 -0.50
F 0.63153 -2.41593 2.44924 -0.04
F -0.62040 -2.73913 0.71545 0.01
Ga 1.48578 -4.56603 0.85577 0.35
H 2.75099 -4.77278 1.81323 -0.12
H 1.89974 -4.90355 -0.64068 -0.11
H 0.35454 -5.58999 1.33361 -0.11
C 0.14967 0.04882 4.49867 -0.03
C 0.04086 -0.12646 5.99368 -0.30
O -0.54988 1.09695 6.40708 0.13
C -1.28867 1.56638 5.36926 -0.56
O -2.11879 2.40858 5.48873 0.15
O -0.97578 0.91872 4.23015 0.08
F 1.24978 -0.25977 6.59242 0.08
H 1.07790 0.55005 4.22531 0.15
H 0.07373 -0.88599 3.95141 0.12
H -0.59961 -0.95109 6.30796 0.18
C -5.63678 2.35823 3.29791 -0.03
C -5.83499 2.48463 4.78662 -0.30
O -6.50251 1.27613 5.11604 0.13
C -6.13170 0.34143 4.19884 -0.55
O -6.31073 -0.82197 4.31115 0.18
O -5.51763 0.92884 3.14505 0.06
F -6.63694 3.53575 5.10449 0.07
H -6.50403 2.71209 2.73835 0.15
H -4.75677 2.87915 2.94957 0.12
H -4.90607 2.55925 5.35419 0.16
C -2.51911 4.12276 1.00346 -0.02
C -2.59242 5.43694 0.24700 -0.30
O -3.70349 5.23775 -0.61405 0.14
C -4.53924 4.36007 -0.00686 -0.56
O -5.66657 4.17286 -0.30819 0.18
O -3.91111 3.75259 1.02783 0.04
F -1.48548 5.67180 -0.50440 0.08
H -1.93677 3.36737 0.47507 0.15
H -2.13325 4.23384 2.01294 0.14
H -2.77837 6.30507 0.87932 0.16
C 5.07810 2.15963 -2.46583 -0.04
C 4.24107 3.12058 -3.27428 -0.31
O 5.16668 4.16086 -3.55501 0.12
C 6.41924 3.61574 -3.56038 -0.56
O 7.37989 4.14788 -3.99632 0.18
O 6.39062 2.38613 -3.00729 0.08
F 3.20107 3.62643 -2.56784 0.08
H 5.07070 2.41458 -1.40650 0.14
H 4.78242 1.12186 -2.58608 0.13
H 3.86305 2.71551 -4.21374 0.17
C -5.77476 -1.02756 0.60018 -0.05
C -6.33534 -1.24694 -0.78721 -0.31
O -5.19493 -1.06662 -1.60841 0.11
C -4.09415 -1.41442 -0.86087 -0.56
O -3.02564 -1.64702 -1.30094 0.19
O -4.42590 -1.47696 0.44554 0.09
F -7.28041 -0.31667 -1.11238 0.06
H -5.78839 0.02630 0.87052 0.13
H -6.27970 -1.60144 1.37231 0.14
H -6.74255 -2.24043 -0.96267 0.15
C 0.81121 9.22880 -0.67765 -0.04
C -0.46459 9.97510 -0.99385 -0.31
O -1.43211 9.22138 -0.28641 0.13
C -0.80813 8.63033 0.77104 -0.56
O -1.37419 8.14802 1.69028 0.17
O 0.52958 8.69833 0.62572 0.08
F -0.75986 9.96054 -2.31609 0.08
H 0.96862 8.41218 -1.37489 0.15
H 1.69246 9.86252 -0.65294 0.14
H -0.48776 11.00757 -0.64140 0.17
C 5.26604 -7.12215 -3.49592 -0.07
C 4.23265 -6.23157 -4.15214 -0.32
O 3.03462 -6.66072 -3.55307 0.12
C 3.33791 -7.15396 -2.30566 -0.55
O 2.56748 -7.33773 -1.44348 0.18
O 4.68754 -7.35585 -2.21475 0.06
F 4.16605 -6.43213 -5.49949 0.06
H 5.36603 -8.06632 -4.03463 0.14
H 6.24209 -6.65359 -3.39776 0.13
H 4.36778 -5.16536 -3.96319 0.17
C -5.99466 -3.88140 -4.82212 -0.05
C -5.01551 -5.03414 -4.74356 -0.31
O -4.42426 -4.84031 -3.47428 0.15
C -5.32476 -4.19376 -2.68775 -0.53
O -5.25003 -4.08344 -1.51526 0.20
O -6.33260 -3.68987 -3.44510 0.07
F -4.06349 -4.96580 -5.70511 0.08
H -5.51444 -2.98273 -5.21008 0.15
H -6.88152 -4.10440 -5.40859 0.14
H -5.47616 -6.02308 -4.77658 0.17
```



# C5H6O2

C5H6O2 in the gas phase (the ωB97M-V functional and the def2-TZVPD basis, the OMol25 dataset).

HOMO = -0.3702 Eh
DFT total energy = -344.51452 a.u.
Kohn-Sham gap = 10.84 eV
SMILES = C#C[C@H](C=O)CO

Structure (XYZ):
```
13
Properties=species:S:1:pos:R:3:lowdin_charge:R:1
O 0.58779 -1.08026 -1.95820 -0.05
C 0.84733 -0.09003 -0.99881 -0.23
C -0.40989 0.26516 -0.17963 -0.28
C -1.08307 -0.96317 0.42377 -0.20
O -0.61139 -2.07565 0.39156 0.07
C -0.08634 1.15829 0.93788 -0.11
C 0.22477 1.82981 1.88780 0.14
H 0.41106 -1.89255 -1.46172 0.08
H 1.65275 -0.37783 -0.30833 0.13
H 1.17345 0.80382 -1.53915 0.13
H -1.15041 0.74859 -0.83366 0.16
H -2.05513 -0.76619 0.91857 0.14
H 0.49909 2.44003 2.71990 0.03
```



# C4H9BrNO4P

C4H9BrNO4P in the gas phase (the ωB97M-V functional and the def2-TZVPD basis, the OMol25 dataset).

HOMO = -0.3577 Eh
DFT total energy = -3428.94183 a.u.
Kohn-Sham gap = 10.38 eV
SMILES = COP(=O)(OC)[C@H](Br)C(N)=O

Structure (XYZ):
```
20
Properties=species:S:1:pos:R:3:lowdin_charge:R:1
C 0.24254 -0.62098 2.18198 -0.72
C -2.39612 0.92450 0.06379 -0.04
C 0.87360 0.62877 -2.88425 -0.14
C 0.86515 0.28200 1.15539 -0.63
N 0.65217 -1.84648 2.40891 0.18
O -0.64011 -0.15519 2.84079 0.06
O 0.46114 -1.61337 -0.95096 -0.27
O -1.56633 -0.13460 -0.41564 -0.25
O 0.59844 0.90829 -1.52999 -0.26
P 0.04927 -0.25972 -0.58319 0.50
Br 2.74647 -0.00491 1.00274 0.75
H -3.28857 0.62933 -0.33656 0.07
H -1.90614 1.78766 -0.34575 0.09
H -2.24555 0.81039 1.10095 0.07
H 1.95847 0.89456 -3.19279 0.12
H 0.32988 1.23456 -3.53859 0.05
H 0.66133 -0.47395 -3.28735 0.13
H 0.70655 1.41855 1.14670 0.11
H 1.45377 -2.10427 1.87811 0.05
H 0.44403 -2.30513 3.28569 0.14
```